a:
A cluster of 10 separate species, C30H70N10O10 in total, computed with the ωB97M-V functional and the def2-TZVPD basis.

Atoms and positions in Å:
C -6.7760 -2.6581 1.6623
N -5.5760 -2.0871 2.2233
C -4.4110 -2.7221 2.2173
C -3.3230 -2.1171 3.1213
O -4.2530 -3.6611 1.5273
H -6.8130 -3.6911 1.8893
H -6.8330 -2.5851 0.5853
H -7.8070 -2.2871 2.2763
H -5.6840 -1.2111 2.8713
H -2.3750 -2.8711 2.9493
H -3.3800 -2.2271 4.2843
H -3.0410 -0.9581 2.8083
C 3.3820 -3.3691 -1.7327
N 4.6880 -2.8881 -1.3387
C 5.6670 -2.8361 -2.2007
C 7.1210 -2.5401 -1.6917
O 5.6410 -2.8671 -3.4767
H 3.3580 -4.4301 -1.4877
H 3.1380 -3.2481 -2.8237
H 2.5910 -2.9811 -1.2487
H 4.7660 -2.2721 -0.4077
H 7.6770 -3.5151 -1.7827
H 7.2920 -1.9421 -0.7897
H 7.7360 -1.9131 -2.5697
C -6.3680 -4.1991 -1.5177
N -4.9630 -3.9941 -1.1887
C -3.9320 -3.9691 -2.0127
C -2.5620 -4.0521 -1.4167
O -3.9910 -3.7841 -3.1967
H -7.0760 -3.2891 -1.6357
H -6.9380 -5.0901 -0.8927
H -6.3690 -4.7131 -2.3907
H -4.7530 -3.7461 -0.2127
H -2.3500 -5.0531 -0.9727
H -2.0810 -3.4251 -0.7227
H -1.9920 -3.9891 -2.3537
C 4.2610 0.4649 2.7293
N 3.2970 -0.6771 2.5613
C 3.5550 -1.9061 1.9953
C 2.5210 -3.0081 1.9713
O 4.5320 -2.1411 1.3073
H 4.3380 1.2929 2.0213
H 5.1530 -0.0131 2.6953
H 4.2690 0.8939 3.7203
H 2.4750 -0.6131 3.0423
H 2.7320 -3.8891 1.1553
H 1.6970 -2.5891 1.5413
H 2.3010 -3.2421 2.9543
C -4.2760 -0.6561 -1.1367
N -3.1460 0.2329 -1.4117
C -3.1860 1.1289 -2.3117
C -2.0930 2.1239 -2.3077
O -3.9770 1.2749 -3.2287
H -5.1460 0.0759 -0.8077
H -3.6930 -1.1401 -0.3547
H -4.6420 -1.1471 -2.0667
H -2.1990 0.1279 -1.0927
H -2.2120 2.8209 -3.0827
H -1.3180 1.7129 -2.5977
H -1.8850 2.3969 -1.2497
C 2.9730 0.6409 -0.9807
N 2.0840 1.7549 -0.6957
C 1.4950 2.5089 -1.6217
C 0.7280 3.7809 -1.2147
O 1.5700 2.3089 -2.8317
H 2.6940 -0.4061 -0.4867
H 4.1290 0.7569 -0.3867
H 3.2930 0.4269 -2.0607
H 2.3170 2.0039 0.1603
H 0.2120 3.5809 -0.3517
H 0.2450 4.0379 -2.0607
H 1.4520 4.5579 -1.0557
C 3.6080 -0.8921 -4.7827
N 2.2990 -0.1021 -4.7577
C 1.2790 -0.5001 -5.5307
C 0.0580 0.2879 -5.4817
O 1.3380 -1.4751 -6.3357
H 4.2930 -0.5921 -5.4947
H 3.5140 -1.9581 -4.6907
H 4.0310 -0.6811 -3.7237
H 2.2430 0.5439 -4.0147
H -0.4220 0.6009 -6.4467
H 0.0370 1.2399 -4.9227
H -0.8420 -0.2521 -5.1437
C -1.2470 2.0459 4.7233
N -1.9390 3.3249 4.7123
C -2.5420 3.9479 3.6093
C -3.1950 5.2449 3.7873
O -2.3860 3.3389 2.5483
H -0.2160 1.9819 4.3133
H -1.7790 1.3339 4.0643
H -1.0670 1.5589 5.6963
H -1.9000 3.9839 5.5903
H -4.1410 5.2119 4.4743
H -3.6330 5.6149 2.8683
H -2.5780 6.0919 4.3313
C -0.0030 -1.1981 -1.8857
N -0.0560 -0.1691 -0.7627
C -0.4860 -0.3311 0.4623
C -0.1570 0.6319 1.5173
O -1.1520 -1.3111 0.7263
H 0.7360 -2.0421 -1.9057
H 0.0470 -0.7021 -2.7897
H -1.1580 -1.4271 -1.8597
H 0.8890 0.6269 -0.9357
H 0.6810 1.0439 1.6613
H -0.7910 0.4449 2.5443
H -0.7640 1.5749 1.1653
C 3.1960 5.6619 1.1643
N 2.7570 5.2679 2.4443
C 2.2410 4.0999 2.7323
C 2.1340 3.7549 4.2373
O 2.0090 3.2109 1.9683
H 2.3410 5.9969 0.6633
H 3.5490 4.9319 0.4613
H 3.6960 6.6899 1.1383
H 3.2600 5.9209 3.2033
H 2.9720 3.8379 4.7343
H 1.9380 2.8689 4.5303
H 1.3430 4.4209 4.5803

Results
SMILES   CNC(C)=O.CNC(C)=O.CNC(C)=O.CNC(C)=O.CNC(C)=O.CNC(C)=O.CNC(C)=O.CNC(C)=O.CNC(C)=O.CNC(C)=O
Orbital gap   8.205 eV
Net charge   0

---

b:
A cluster of 10 separate species, C30H70N10O10 in total, computed with the ωB97M-V functional and the def2-TZVPD basis.

Atoms and positions in Å:
C 0.5429 -1.8444 1.8036
N 0.4699 -1.0092 0.6263
C -0.4183 -1.2435 -0.2873
C -0.4675 -0.1187 -1.3799
O -1.2324 -2.1649 -0.3312
H 0.2552 -2.8495 1.7984
H -0.0890 -1.3805 2.5552
H 1.4071 -1.5679 2.2278
H 0.8872 -0.0708 0.7178
H 0.4953 -0.0943 -1.8583
H -0.7887 0.9080 -0.9240
H -1.1352 -0.4736 -2.1319
C -0.1099 -2.9305 -3.7866
N 1.2266 -2.3750 -3.7456
C 1.5042 -1.1894 -4.2617
C 2.9277 -0.8425 -4.2003
O 0.6564 -0.4002 -4.8024
H -0.0274 -3.8277 -3.1210
H -0.0807 -3.2409 -4.8048
H -0.8594 -2.1735 -3.4322
H 2.0533 -2.7301 -3.0108
H 3.5995 -1.0867 -3.3811
H 3.2001 0.0072 -4.5197
H 3.4280 -1.3921 -4.8871
C -7.7009 -0.0453 -0.1994
N -6.3879 -0.3980 -0.4837
C -5.6963 0.5452 -1.0616
C -4.1368 0.2323 -1.3789
O -6.0357 1.6807 -1.3903
H -8.1663 -1.0688 0.2716
H -8.2241 0.1897 -1.1369
H -7.7269 0.6990 0.3112
H -6.2027 -1.3520 -0.1922
H -3.9123 0.9648 -2.1413
H -3.9837 -0.9350 -1.6006
H -3.2138 0.1925 -0.4927
C 2.7756 -2.8029 -0.8577
N 2.9875 -3.6244 -1.9502
C 4.1086 -3.5377 -2.7519
C 4.2434 -4.3433 -3.9903
O 5.0953 -2.9496 -2.2962
H 3.2609 -3.1266 0.1066
H 1.7163 -2.9548 -0.5047
H 3.0055 -1.7818 -0.7419
H 2.4753 -4.4168 -2.0968
H 4.5977 -5.2873 -3.5282
H 4.9755 -4.0005 -4.7159
H 3.1232 -4.3617 -4.6110
C 1.1422 -1.5334 7.8253
N 0.4225 -0.4545 7.1957
C 0.3696 -0.3796 5.8708
C -0.3190 0.8745 5.2707
O 0.8770 -1.1693 5.0773
H 0.5827 -2.4663 7.7240
H 1.2409 -1.1336 8.8342
H 2.2453 -1.6013 7.4397
H 0.0046 0.1327 7.6755
H -1.3561 0.4463 5.1685
H -0.0247 1.0423 4.3572
H -0.0365 1.8128 5.8206
C -2.5883 -4.1774 1.5666
N -3.0632 -2.7674 1.4798
C -3.5489 -2.0492 2.5375
C -3.5267 -0.5806 2.3931
O -3.7479 -2.5587 3.5653
H -3.3186 -5.0409 1.8577
H -1.7931 -4.2799 2.2830
H -2.0365 -4.4305 0.6226
H -2.5243 -2.3875 0.6392
H -4.4431 -0.2744 1.8743
H -2.8383 -0.2038 1.8196
H -3.3841 0.0906 3.3819
C 1.9451 4.0382 -1.2483
N 2.9002 2.8918 -1.2725
C 2.6341 1.8941 -0.4750
C 3.7983 0.8574 -0.1952
O 1.6592 1.8439 0.2985
H 1.1057 3.7964 -1.5091
H 2.3396 4.9486 -1.7505
H 1.8295 4.4635 -0.3161
H 3.7171 3.0549 -1.9840
H 4.6561 1.3909 0.2293
H 4.3079 0.5221 -1.1100
H 3.6062 -0.2476 0.2351
C -1.4927 2.6339 1.6797
N -2.5869 3.3535 0.9862
C -2.7223 3.6037 -0.3271
C -3.9873 4.5384 -0.6776
O -1.9392 3.2152 -1.2042
H -0.7222 3.1696 1.4814
H -1.3578 1.5767 1.5539
H -1.9059 2.7474 2.6097
H -3.4433 3.4741 1.5271
H -3.9433 5.5324 -0.3010
H -4.9444 4.0738 -0.3146
H -4.1093 4.7089 -1.6866
C -3.8629 2.8050 -4.3917
N -2.5029 2.8494 -4.0044
C -1.4889 2.5421 -4.8324
C -0.0342 2.7207 -4.1682
O -1.5079 2.4404 -5.9582
H -4.0998 1.9630 -4.7879
H -4.1373 3.6187 -5.3061
H -4.6111 2.8658 -3.5704
H -2.3709 3.2876 -2.9956
H 0.6857 2.2213 -4.8229
H -0.1836 2.0411 -3.3298
H 0.3075 3.7242 -4.1734
C 3.6294 0.0745 3.6972
N 5.0158 -0.0595 3.0676
C 5.9091 0.8604 3.0502
C 7.2384 0.6487 2.2964
O 5.7413 1.9684 3.6582
H 3.0349 0.4912 2.8611
H 3.6074 0.5578 4.5845
H 3.5809 -0.9488 4.0194
H 5.2701 -0.8024 2.5832
H 7.6994 -0.1116 2.9552
H 7.9571 1.3667 2.3644
H 7.0202 0.4554 1.2638

Results
SMILES   CNC(C)=O.CNC(C)=O.CNC(C)=O.CNC(C)=O.CNC(C)=O.CNC(C)=O.CNC(C)=O.CNC(C)=O.CNC(C)=O.CNC(C)=O
Orbital gap   8.476 eV
Net charge   0

---

Which of them is most stable, and which least? Most stable: a; least stable: b.